(1)
The following is a quantum chemistry calculation of a structure of composition C11H16ClO5PPt at a distorted geometry, from the Open Molecules 2025 dataset.

Its multiplicity is 5. The calculation puts the relative energy (zero: lowest compared OMol25 entry of this formula, charge and spin) at 106.12 kJ/mol. As for the molar mass: 489.75 Da. As for the HOMO energy (spin up / spin down): -15.532 / -16.049 eV. Its charge is +2. Its LUMO energy (spin up / spin down) is -7.110 / -11.748 eV. As for the electronic energy: -46939.7552 eV. For the HOMO-LUMO gap (spin up / spin down), the calculation gives 0.309 / 0.158 Eh.

Element x y z (Å)
Cl: -0.884 -1.645 -3.044
C: -3.413 1.113 -0.371
C: -2.905 0.826 0.927
C: -2.422 -0.486 0.958
H: -2.955 1.497 1.782
C: -2.564 -1.081 -0.338
C: -3.250 -0.079 -1.178
H: -3.646 -0.281 -2.177
H: -3.948 1.992 -0.691
H: -2.051 -1.046 1.825
C: -2.288 -2.489 -0.715
Pt: -1.137 0.570 -1.116
C: -0.610 2.278 -0.266
C: -0.134 0.807 -2.704
O: -0.329 3.268 0.225
O: 0.474 0.966 -3.681
H: -1.462 -2.867 -0.107
H: -1.912 -2.466 -1.805
H: -3.163 -3.144 -0.659
C: 2.948 -2.321 -0.218
O: 2.189 -1.416 0.651
P: 1.174 -0.173 0.386
O: 0.805 0.521 1.840
C: 1.716 0.932 2.872
O: 1.961 0.940 -0.529
C: 2.930 1.886 -0.078
H: 3.235 -1.867 -1.192
H: 2.362 -3.233 -0.442
H: 3.853 -2.638 0.306
H: 1.514 0.415 3.817
H: 2.761 0.794 2.577
H: 1.565 1.989 3.095
H: 3.246 2.444 -0.966
H: 2.535 2.610 0.654
H: 3.805 1.385 0.359


(2)
The following is a quantum chemistry calculation of a structure of composition C11H16CoN4OS at a distorted geometry, from the Open Molecules 2025 dataset.

Its multiplicity is 4. As for the molar mass: 311.28 Da. As for the HOMO energy (spin up / spin down): -7.563 / -8.017 eV. Its LUMO energy (spin up / spin down) is -0.486 / -0.509 eV. As for the electronic energy: -68135.7020 eV. For the HOMO-LUMO gap (spin up / spin down), the calculation gives 0.260 / 0.276 Eh.

Element x y z (Å)
Co: 0.923 -0.682 0.623
C: -2.589 -2.345 -4.228
C: -2.622 -2.255 -2.732
N: -2.190 -0.945 -2.389
C: -1.238 -0.681 -1.460
S: -0.099 -1.946 -1.112
N: -1.286 0.587 -1.024
N: -0.301 0.757 -0.116
C: -0.213 1.886 0.498
C: -1.190 3.022 0.444
C: 0.854 2.005 1.508
C: 1.075 3.175 2.263
C: 1.924 3.029 3.361
C: 2.719 1.890 3.476
C: 2.536 0.840 2.626
N: 1.638 0.941 1.673
H: -3.138 -3.215 -4.701
H: -1.501 -2.383 -4.723
H: -3.106 -1.508 -4.742
H: -2.019 -3.026 -2.266
H: -3.688 -2.420 -2.353
H: -2.928 -0.221 -2.443
H: -1.942 2.742 -0.270
H: -0.880 4.007 0.188
H: -1.698 3.016 1.404
H: 0.349 4.052 2.177
H: 2.146 3.855 3.990
H: 3.352 1.806 4.344
H: 3.087 -0.092 2.562
C: 2.430 -3.192 0.688
O: 2.105 -1.981 1.186
H: 2.192 -3.190 -0.386
H: 1.830 -4.031 1.014
H: 3.467 -3.498 0.919


(3)
The following is a quantum chemistry calculation of a structure of composition C11H16KN at a distorted geometry, from the Open Molecules 2025 dataset.

Its multiplicity is 1. As for the molar mass: 201.35 Da. As for the HOMO energy: -4.904 eV. Its LUMO energy is -1.309 eV. As for the electronic energy: -29468.2491 eV. For the HOMO-LUMO gap, the calculation gives 0.132 Eh.

Element x y z (Å)
C: -2.656 -2.604 -0.781
C: -1.326 -1.690 -0.495
C: -0.539 -2.027 0.906
N: 0.977 -2.010 0.799
C: 1.565 -0.742 1.401
C: 1.154 0.481 0.339
C: 1.646 0.212 -1.234
C: 1.284 1.290 -2.416
C: 0.411 2.622 -1.983
C: -0.066 2.921 -0.415
C: 0.308 1.824 0.756
C: -0.163 2.009 2.332
H: -3.497 -1.858 -1.182
H: -2.391 -3.292 -1.719
H: -3.028 -3.244 0.125
H: -1.697 -0.560 -0.399
H: -0.554 -1.670 -1.405
H: -0.816 -1.204 1.723
H: -0.915 -3.069 1.317
H: 1.212 -0.512 2.494
H: 2.744 -0.749 1.414
H: 2.245 -0.750 -1.524
H: 1.632 1.031 -3.507
H: 0.124 3.373 -2.834
H: -0.689 3.890 -0.120
H: -1.160 1.364 2.438
H: 0.593 1.551 3.110
H: -0.477 3.114 2.586
K: 4.079 0.298 -1.727


(4)
The following is a quantum chemistry calculation of an isolated molecule of C11H16N2O2 at a distorted geometry, from the Open Molecules 2025 dataset.

Its multiplicity is 3. The calculation puts the relative energy (zero: lowest compared OMol25 entry of this formula, charge and spin) at 0.00 kJ/mol. As for the molar mass: 208.26 Da. As for the HOMO energy (spin up / spin down): -3.327 / -7.761 eV. Its LUMO energy (spin up / spin down) is 0.395 / -4.275 eV. As for the electronic energy: -18734.7685 eV. For the HOMO-LUMO gap (spin up / spin down), the calculation gives 0.137 / 0.128 Eh.

Element x y z (Å)
C: 3.634 0.571 -0.343
C: 3.129 -0.744 -0.574
C: 2.766 1.457 0.263
C: 1.813 -1.045 -0.233
C: 1.453 1.069 0.636
C: 0.922 -0.161 0.382
C: -1.474 1.819 -0.142
C: -0.847 -2.004 0.370
C: -1.025 -0.128 -1.956
C: -0.515 -0.526 0.526
C: -1.438 0.245 -0.499
N: -2.916 -0.092 -0.192
N: -0.833 -0.119 1.927
O: -1.695 2.181 1.085
O: -1.364 2.656 -1.021
H: 4.535 1.086 -0.729
H: 3.635 -1.418 -1.257
H: 3.238 2.420 0.510
H: 1.599 -2.086 -0.274
H: 0.774 1.746 1.241
H: -1.900 -2.149 0.262
H: -0.418 -2.526 1.142
H: -0.457 -2.328 -0.651
H: -1.733 -0.607 -2.534
H: -0.821 0.801 -2.429
H: -0.175 -0.751 -1.902
H: -3.171 -0.190 0.797
H: -3.376 0.481 -0.846
H: -1.662 -0.586 2.221
H: -1.517 1.389 1.730
H: -0.158 -0.461 2.490


(5)
The following is a quantum chemistry calculation of an isolated molecule of C11H16N2OSSi at a distorted geometry, from the Open Molecules 2025 dataset.

Its multiplicity is 1. The calculation puts the relative energy (zero: lowest compared OMol25 entry of this formula, charge and spin) at 532.72 kJ/mol. As for the molar mass: 252.41 Da. As for the HOMO energy: -8.370 eV. Its LUMO energy is -1.377 eV. As for the electronic energy: -35397.3074 eV. For the HOMO-LUMO gap, the calculation gives 0.257 Eh. Its SMILES is C[Si](C)(C)OCCc1ccc2nsnc2c1.

Element x y z (Å)
C: -1.608 2.598 -2.827
Si: -0.461 1.204 -2.052
C: 1.141 2.179 -1.464
C: 0.153 -0.039 -3.387
O: -1.212 0.484 -0.640
C: -1.668 -0.894 -0.875
C: -0.615 -2.033 -0.247
C: 0.069 -1.509 1.164
C: 1.286 -0.381 1.244
C: 1.952 0.194 2.628
C: 1.432 -0.402 4.067
N: 1.894 -0.057 5.474
S: 0.916 -1.139 6.485
N: -0.149 -2.057 5.445
C: 0.257 -1.558 4.057
C: -0.433 -2.096 2.647
H: -1.690 2.480 -4.009
H: -2.654 2.661 -2.304
H: -1.101 3.667 -2.668
H: 2.042 1.468 -1.719
H: 1.065 2.187 -0.273
H: 1.219 3.249 -1.932
H: -0.806 -0.394 -4.005
H: 0.718 -0.979 -2.976
H: 0.838 0.560 -4.146
H: -2.658 -1.026 -0.221
H: -1.987 -1.133 -1.977
H: -1.306 -2.957 0.057
H: 0.151 -2.423 -1.040
H: 1.688 0.027 0.224
H: 2.801 1.031 2.642
H: -1.274 -2.912 2.629


(6)
The following is a quantum chemistry calculation of a structure of composition C11H16N4O3 at a distorted geometry, from the Open Molecules 2025 dataset.

Its multiplicity is 1. The calculation puts the relative energy (zero: lowest compared OMol25 entry of this formula, charge and spin) at 866.26 kJ/mol. As for the molar mass: 252.27 Da. As for the HOMO energy: -8.661 eV. Its LUMO energy is 0.687 eV. As for the electronic energy: -23762.0191 eV. For the HOMO-LUMO gap, the calculation gives 0.344 Eh.

Element x y z (Å)
C: -2.092 1.290 -1.648
C: -0.985 1.151 -0.678
C: -3.417 1.041 -0.644
C: -3.661 -0.343 -0.749
C: -3.553 -0.507 -2.225
C: 1.190 0.333 -0.174
C: 2.236 -0.507 -0.795
C: 1.104 -0.729 1.079
C: 2.286 -0.587 2.139
C: 2.590 0.412 3.032
C: 4.083 -1.283 2.996
H: -1.872 0.239 -3.495
H: -2.186 2.297 -2.249
H: -4.287 1.744 -1.074
H: -3.127 1.475 0.272
H: -4.739 -0.508 -0.701
H: -2.983 -0.985 0.011
H: -3.796 -1.658 -2.944
H: -4.367 0.137 -2.708
H: -0.204 -0.689 -1.467
H: 1.326 1.342 0.488
H: 1.060 -1.730 0.547
H: -0.016 -0.463 1.620
H: 2.290 1.460 3.089
H: 5.096 -1.771 3.214
H: 4.355 0.739 4.199
H: 4.199 -0.612 -1.471
N: -2.199 0.096 -2.434
N: 0.068 0.241 -0.971
N: 3.101 -1.727 2.212
N: 3.967 0.066 3.289
O: -0.804 1.976 0.314
O: 1.755 -1.752 -1.049
O: 3.581 -0.187 -1.025


(7)
The following is a quantum chemistry calculation of a cluster of 2 separate species, C11H16NO in total at a distorted geometry, from the Open Molecules 2025 dataset.

Its multiplicity is 1. The calculation puts the relative energy (zero: lowest compared OMol25 entry of this formula, charge and spin) at 363.65 kJ/mol. As for the molar mass: 178.26 Da. As for the HOMO energy: -11.475 eV. Its charge is +1. Its LUMO energy is -5.344 eV. As for the electronic energy: -15194.7844 eV. For the HOMO-LUMO gap, the calculation gives 0.225 Eh.

Element x y z (Å)
C: 1.343 -0.176 1.097
C: 0.756 1.095 1.122
C: -0.580 1.438 0.940
C: -1.686 0.598 0.834
C: -1.714 -0.793 0.832
C: -0.651 -1.684 0.942
C: 0.697 -1.409 1.133
H: 2.429 -0.228 0.907
H: 1.425 1.938 1.339
H: -0.777 2.511 0.834
H: -2.659 1.097 0.765
H: -2.709 -1.246 0.761
H: -0.900 -2.742 0.828
H: 1.340 -2.263 1.365
C: 2.795 -0.225 5.789
C: 1.876 -0.076 4.589
N: 2.649 -0.104 3.375
C: 3.859 -0.852 3.187
C: 4.613 -0.988 4.510
O: 3.707 -1.291 5.569
H: 3.338 0.727 5.941
H: 2.245 -0.537 6.682
H: 1.113 -0.874 4.550
H: 1.371 0.890 4.658
H: 2.499 0.681 2.743
H: 3.604 -1.843 2.761
H: 4.505 -0.318 2.478
H: 5.305 -1.846 4.486
H: 5.140 -0.025 4.704